[1]
The following is a quantum chemistry calculation of C31H43FeN5PS as an isolated structure, from the OMol25 dataset.

Geometry (Å):
Fe: -0.94 -0.02 0.57
C: -2.89 -0.68 1.18
C: -1.97 -0.86 2.27
C: -1.49 0.43 2.62
C: -2.06 1.38 1.74
C: -2.95 0.69 0.87
C: -3.89 1.32 -0.11
C: -1.95 2.87 1.91
C: -0.71 0.80 3.84
C: -1.84 -2.11 3.10
C: -3.76 -1.72 0.54
H: -4.12 0.66 -0.94
H: -3.48 2.25 -0.52
H: -4.83 1.58 0.38
H: -0.96 3.18 2.25
H: -2.67 3.22 2.65
H: -2.17 3.40 0.98
H: 0.00 1.59 3.64
H: -0.19 -0.05 4.27
H: -1.41 1.18 4.60
H: -0.84 -2.55 3.08
H: -2.54 -2.88 2.76
H: -2.08 -1.90 4.14
H: -4.80 -1.59 0.86
H: -3.47 -2.74 0.80
H: -3.75 -1.64 -0.55
N: -3.15 0.77 -5.29
C: -2.59 1.19 -4.38
C: -1.88 1.70 -3.23
C: -1.43 3.01 -3.17
C: -0.78 3.41 -2.03
C: -0.57 2.50 -1.01
N: -0.97 1.22 -1.07
C: -1.65 0.85 -2.16
H: -1.60 3.69 -4.00
H: -0.42 4.43 -1.92
H: -0.07 2.79 -0.10
H: -2.03 -0.16 -2.18
C: 1.84 -1.53 3.23
C: 2.17 -0.17 2.61
P: 1.45 0.07 0.94
C: 2.40 -1.19 -0.02
C: 3.86 -1.47 0.34
C: 2.21 1.67 0.44
C: 3.73 1.83 0.43
H: 2.48 -1.74 4.09
H: 1.97 -2.35 2.52
H: 0.81 -1.56 3.57
H: 3.25 -0.06 2.52
H: 1.84 0.63 3.26
H: 2.36 -0.86 -1.06
H: 1.84 -2.12 0.04
H: 4.49 -0.59 0.23
H: 4.25 -2.24 -0.33
H: 3.98 -1.84 1.36
H: 1.75 2.42 1.10
H: 1.85 1.86 -0.57
H: 4.20 1.51 1.36
H: 3.98 2.88 0.28
H: 4.16 1.26 -0.39
S: 1.72 1.32 -3.46
C: 3.21 0.66 -3.79
N: 3.81 0.94 -5.00
C: 5.02 0.49 -5.37
C: 5.72 -0.30 -4.51
C: 5.09 -0.57 -3.28
N: 3.91 -0.13 -2.93
H: 3.27 1.52 -5.62
H: 5.37 0.78 -6.35
H: 6.70 -0.68 -4.75
H: 5.59 -1.20 -2.55
C: 0.08 -4.00 -2.00
C: 0.34 -2.75 -2.53
C: 0.01 -1.63 -1.79
N: -0.58 -1.69 -0.58
C: -0.81 -2.91 -0.08
C: -0.49 -4.08 -0.75
H: 0.33 -4.90 -2.56
H: 0.81 -2.62 -3.49
H: 0.27 -0.65 -2.16
H: -1.24 -2.94 0.91
H: -0.70 -5.03 -0.28

Results
Total charge   +1
Kohn-Sham gap (alpha / beta)   0.2811 / 0.2811 Ha
Energy above the lowest of the compared OMol25 structures with the same formula, charge and spin   0.0 kcal per mole
LUMO level (alpha / beta)   -2.73 / -2.73 eV



[2]
The following is a quantum chemistry calculation of the molecule C6H7BrN2O, from the OMol25 dataset.

Geometry (Å):
C: 0.10 -2.50 -0.86
C: 1.34 -2.92 -0.62
C: -0.25 -0.49 0.45
C: 1.92 -1.34 0.91
C: -0.35 1.90 -0.01
C: -0.86 0.76 0.89
N: -0.49 -1.37 -0.35
N: 2.31 -2.41 0.26
O: 3.41 -3.03 0.50
Br: 3.07 -0.43 2.09
H: -0.47 -2.95 -1.68
H: 1.63 -3.98 -0.96
H: 0.74 1.67 -0.11
H: -0.45 2.87 0.50
H: -0.69 1.84 -1.08
H: -2.02 0.77 0.74
H: -0.54 0.88 1.91

Results
Total charge   0
Kohn-Sham gap (alpha / beta)   0.2862 / 0.2863 Ha
Energy above the lowest of the compared OMol25 structures with the same formula, charge and spin   130.2 kcal per mole
LUMO level (alpha / beta)   -0.33 / -0.33 eV



[3]
The following is a quantum chemistry calculation of a 2-piece molecular cluster, C5H15N2 overall, from the OMol25 dataset.

Geometry (Å):
C: 2.08 0.78 0.19
C: 0.78 1.67 0.11
C: -0.50 2.40 -1.86
N: 0.25 1.61 -1.25
H: 2.20 0.33 1.18
H: 2.19 -0.01 -0.55
H: 2.89 1.49 0.08
H: 1.09 2.69 0.33
H: 0.01 1.40 0.83
H: -0.89 3.32 -1.39
H: -0.83 2.18 -2.88
C: -1.46 -2.90 0.19
C: -1.18 -1.45 0.53
N: -0.01 -1.32 1.48
H: -2.31 -2.91 -0.49
H: -0.60 -3.40 -0.25
H: -1.77 -3.48 1.06
H: -0.97 -0.87 -0.37
H: -2.03 -0.97 1.02
H: -0.30 -1.77 2.35
H: 0.25 -0.35 1.66
H: 0.80 -1.84 1.14

Results
Total charge   +2
2S+1   2
<S²>   0.760
Kohn-Sham gap (alpha / beta)   0.4299 / 0.2955 Ha
Energy above the lowest of the compared OMol25 structures with the same formula, charge and spin   41.4 kcal per mole
LUMO level (alpha / beta)   -8.51 / -12.17 eV



[4]
The following is a quantum chemistry calculation of C12H26N8S2Zn as an isolated structure, from the OMol25 dataset.

Geometry (Å):
Zn: -0.09 0.00 0.08
N: -2.18 0.19 0.43
C: -2.46 -0.25 1.82
C: -1.66 -1.51 2.13
N: -0.22 -1.36 1.82
C: 0.63 -0.93 2.94
C: 0.66 0.59 3.02
N: 0.99 1.14 1.69
H: -2.67 1.06 0.24
H: -2.57 -0.50 -0.21
H: -3.52 -0.47 1.97
H: -2.20 0.56 2.49
H: -2.05 -2.31 1.49
H: -1.82 -1.80 3.17
H: 0.10 -2.27 1.50
H: 1.64 -1.29 2.75
H: 0.30 -1.35 3.89
H: 1.37 0.90 3.78
H: -0.32 0.97 3.31
H: 1.99 1.03 1.53
H: 0.82 2.14 1.68
N: 0.46 3.11 -0.83
N: 0.29 3.17 -2.20
C: 0.03 2.09 -2.96
N: -0.13 2.30 -4.26
S: -0.12 0.49 -2.38
H: -0.19 3.75 -0.39
H: 1.40 3.40 -0.60
H: 0.40 4.06 -2.66
H: -0.07 3.21 -4.69
H: -0.36 1.51 -4.85
N: 1.94 -2.96 -2.08
C: 0.66 -2.71 -2.36
S: -0.41 -2.37 -1.06
N: 0.30 -2.75 -3.64
C: -0.91 -2.38 -4.30
C: -0.76 -1.69 -5.50
C: -1.88 -1.29 -6.21
C: -3.15 -1.59 -5.74
C: -3.29 -2.30 -4.56
C: -2.17 -2.71 -3.84
H: 2.23 -3.05 -1.13
H: 2.59 -3.27 -2.79
H: 1.06 -2.93 -4.29
H: 0.23 -1.47 -5.88
H: -1.76 -0.77 -7.15
H: -4.03 -1.29 -6.30
H: -4.27 -2.57 -4.20
H: -2.30 -3.31 -2.95

Results
Total charge   +2
Kohn-Sham gap   0.3144 Ha
LUMO level   -5.24 eV



[5]
The following is a quantum chemistry calculation of C3H2FIO4P as an isolated structure, from the OMol25 dataset.

Geometry (Å):
C: -0.33 0.21 -1.39
C: 0.60 0.94 0.81
C: 0.85 0.89 -0.62
O: -0.99 0.65 -2.22
O: 0.86 1.79 1.62
O: -0.47 -1.12 -0.86
O: 0.45 -0.42 1.35
F: 0.18 -2.92 0.92
P: -0.47 -1.50 0.64
I: -3.41 -0.58 1.56
H: 1.71 0.15 -0.90
H: 1.04 1.91 -0.90

Results
Total charge   +1
Kohn-Sham gap (alpha / beta)   0.2365 / 0.2410 Ha
Energy above the lowest of the compared OMol25 structures with the same formula, charge and spin   23.7 kcal per mole
LUMO level (alpha / beta)   -8.68 / -8.50 eV